1.
2 unconnected molecules or ions with the total composition C2H6N6. Source: the OMol25 dataset; level of theory: ωB97M-V/def2-TZVPD.

Geometry as XYZ:
```
14
Properties=species:S:1:pos:R:3:forces:R:3:nbo_charge:R:1
N 0.742725 2.227140 -0.290933 -3.2123 4.4024 0.0852 -0.81
C 0.821604 0.926851 -0.126047 2.4702 -3.0396 2.1612 0.28
C 2.086271 0.238119 0.186286 -2.9248 -0.0669 -1.4929 -0.15
N 1.829228 -1.053320 0.194885 -0.4882 0.0811 0.7010 -0.21
N 0.511810 -1.122504 0.100435 0.7096 0.3527 -0.0140 -0.18
N -0.137507 0.040228 -0.062611 0.2607 0.2639 -0.5569 -0.31
H 1.573751 2.729334 -0.420172 1.0767 0.4609 -0.0900 0.39
H -0.055978 2.868047 0.023812 1.5611 -1.9965 -0.6923 0.40
H 3.030121 0.659745 0.281093 1.5515 0.4279 0.0625 0.20
H 0.018975 -1.988900 0.111242 -0.3080 -0.2152 -0.1538 0.41
H -2.705421 -1.833547 1.342496 0.5916 0.1833 -1.2852 0.30
N -3.018418 -1.415166 0.424271 0.1175 0.5515 -0.8586 -0.33
N -2.135479 -1.349605 -0.462993 -1.3634 -1.5189 1.8615 -0.30
H -2.561682 -0.926426 -1.301758 -0.0422 0.1135 0.2723 0.32
```
Forces are in eV/Å.

LUMO = 0.94 eV
Structure (SMILES) = Nc1cn[nH]n1.[H]/N=N/[H]
Relative energy (zero: lowest compared OMol25 entry of this formula, charge and spin) = 36.1 kcal per mole
Gap between HOMO and LUMO = 0.337 Eh
Highest occupied orbital energy = -8.2 eV
Spin multiplicity = 1
Energy = -11108.735 eV



2.
A gas-phase ion, C2H6NO (charge -1). Source: the OMol25 dataset; level of theory: ωB97M-V/def2-TZVPD.

Geometry as XYZ:
```
10
Properties=species:S:1:pos:R:3:forces:R:3:nbo_charge:R:1
O -1.584323 -0.496012 -0.948873 -0.1897 -0.2545 -0.3503 -0.97
H -1.955466 -0.690179 -0.080518 0.2147 0.0467 0.1047 0.42
C -0.317681 0.520118 -0.580473 -0.2812 0.0718 0.6424 -0.21
C 0.310888 0.378259 0.672008 0.0354 0.2369 -0.2088 -0.45
N 1.621163 -0.305516 0.849150 -0.5864 -0.3120 0.0122 -0.87
H 0.265351 0.272549 -1.469459 0.2389 0.1191 0.0275 0.15
H -0.854079 1.469911 -0.697612 -0.0162 -0.1352 -0.0711 0.15
H -0.081377 0.890892 1.547829 0.3556 0.1543 -0.1500 0.14
H 1.823718 -0.727319 -0.055001 0.1548 0.1583 -0.0310 0.33
H 1.471764 -1.128065 1.431462 0.0742 -0.0855 0.0244 0.31
```
Forces are in eV/Å.

Charge = -1
LUMO = 5.06 eV
Relative energy (zero: lowest compared OMol25 entry of this formula, charge and spin) = 38.7 kcal per mole
Gap between HOMO and LUMO = 0.210 Eh
Highest occupied orbital energy = -0.7 eV
Spin multiplicity = 1
Energy = -5706.660 eV



3.
A gas-phase ion, C2H6NO (charge -1). Source: the OMol25 dataset; level of theory: ωB97M-V/def2-TZVPD.

Geometry as XYZ:
```
10
Properties=species:S:1:pos:R:3:forces:R:3:nbo_charge:R:1
C -0.072102 1.642687 -0.182116 -2.2246 -0.4510 1.4182 -0.42
N -0.597499 0.346697 -0.619731 -0.5311 -1.4123 0.1842 -0.75
C 0.336749 -0.959738 -0.195809 -0.6930 0.8766 -1.8250 0.17
O 0.346211 -1.278174 1.054288 0.3947 0.3991 -0.0323 -0.90
H 0.733186 1.962845 -0.794862 0.5937 0.4231 -0.8572 0.17
H -0.914570 2.433498 -0.123515 1.3111 -1.0034 -0.4061 0.16
H 0.310730 1.555030 0.834322 0.2460 0.1847 0.4362 0.17
H -1.452782 0.087770 -0.084687 0.7578 0.7207 -0.3322 0.32
H -0.127936 -1.780122 -0.890959 0.4721 1.0068 0.5014 0.05
H 1.276297 -0.558200 -0.768935 -0.3268 -0.7443 0.9129 0.03
```
Forces are in eV/Å.

Charge = -1
LUMO = 4.71 eV
Structure (SMILES) = CNC[O-]
Relative energy (zero: lowest compared OMol25 entry of this formula, charge and spin) = 12.1 kcal per mole
Gap between HOMO and LUMO = 0.267 Eh
Highest occupied orbital energy = -2.5 eV
Spin multiplicity = 1
Energy = -5707.813 eV



no.,maximum force (eV Å⁻¹)
1,5.45
2,0.70
3,2.68